{
  "formula": "C26H46N2O8S",
  "method": "the ωB97M-V functional and the def2-TZVPD basis",
  "energy_ha": -2127.25758,
  "largest_force_ev_per_a": 8.13,
  "gap_ev": 6.8,
  "elements": ["C", "C", "O", "O", "C", "C", "C", "C", "C", "C", "C", "C", "C", "C", "N", "S", "N", "C", "C", "H", "H", "H", "H", "H", "H", "H", "H", "H", "H", "H", "H", "H", "H", "H", "H", "H", "H", "C", "O", "C", "C", "O", "C", "C", "O", "C", "H", "H", "H", "H", "H", "H", "H", "H", "H", "H", "H", "H", "H", "H", "C", "O", "C", "C", "O", "C", "C", "O", "C", "H", "H", "H", "H", "H", "H", "H", "H", "H", "H", "H", "H", "H", "H"],
  "xyz": [[1.226, 1.285, -2.072], [1.317, 0.379, -0.682], [0.269, 0.449, 0.141], [2.559, -0.378, -0.465], [2.309, -1.748, 0.010], [3.205, -2.180, 1.334], [2.635, -1.563, 2.745], [2.845, 0.084, 2.715], [2.578, 0.609, 4.248], [2.555, 2.278, 4.340], [3.852, 2.655, 5.326], [3.596, 3.171, 6.861], [4.896, 3.490, 7.835], [6.390, 3.243, 7.134], [7.761, 3.406, 7.759], [9.014, 3.031, 6.589], [8.137, 2.601, 5.119], [6.672, 2.736, 5.571], [5.341, 2.418, 4.629], [1.021, 0.545, -2.962], [2.171, 1.957, -2.236], [0.288, 1.981, -1.968], [2.652, -2.480, -0.861], [1.193, -1.991, 0.267], [3.217, -3.366, 1.449], [4.328, -1.859, 1.191], [3.243, -2.043, 3.653], [1.475, -1.743, 2.876], [2.069, 0.639, 2.021], [3.968, 0.299, 2.401], [1.596, 0.207, 4.743], [3.486, 0.197, 4.903], [1.546, 2.696, 4.764], [2.716, 2.787, 3.289], [2.485, 3.266, 7.231], [4.757, 3.842, 8.954], [5.407, 2.020, 3.511], [-1.177, -7.785, -2.193], [-1.997, -6.980, -1.359], [-1.646, -7.030, 0.022], [-1.459, -5.625, 0.622], [-0.358, -4.855, 0.123], [-0.381, -4.485, -1.258], [-1.510, -3.553, -1.719], [-2.795, -4.146, -1.577], [-3.720, -3.363, -0.844], [-1.677, -8.740, -2.379], [-1.056, -7.269, -3.149], [-0.183, -7.959, -1.775], [-0.747, -7.624, 0.199], [-2.481, -7.517, 0.544], [-1.257, -5.753, 1.690], [-2.377, -5.043, 0.572], [-0.325, -5.374, -1.880], [0.565, -3.957, -1.433], [-1.372, -3.347, -2.784], [-1.443, -2.594, -1.187], [-3.229, -2.736, -0.087], [-4.404, -4.038, -0.327], [-4.299, -2.737, -1.532], [-5.041, 1.606, -2.998], [-4.702, 2.978, -2.859], [-3.506, 3.209, -2.118], [-2.525, 4.121, -2.876], [-1.961, 3.595, -4.084], [-2.854, 3.316, -5.165], [-3.601, 4.504, -5.786], [-4.482, 5.134, -4.864], [-4.288, 6.531, -4.735], [-5.781, 1.337, -2.239], [-5.494, 1.467, -3.983], [-4.175, 0.944, -2.928], [-3.003, 2.279, -1.846], [-3.801, 3.717, -1.191], [-1.670, 4.297, -2.215], [-2.952, 5.104, -3.058], [-3.541, 2.523, -4.881], [-2.229, 2.880, -5.953], [-4.217, 4.130, -6.608], [-2.880, 5.216, -6.212], [-3.245, 6.826, -4.911], [-4.550, 6.819, -3.716], [-4.950, 7.060, -5.430]],
  "forces_ev_per_a": [[-0.2218, -0.3655, 0.7751], [-3.6816, 1.2204, 2.4402], [6.6365, -1.2189, -4.5318], [-4.0310, 0.7150, -0.2449], [0.6157, -2.6276, 0.8515], [-0.1658, -0.1731, 0.4115], [0.2327, 0.9591, -0.8484], [-0.4556, -0.5279, 1.3330], [0.7494, 0.3467, 0.0688], [1.3594, -0.2068, 0.7977], [2.8605, 0.3004, -0.3453], [4.9283, -0.2046, -0.1917], [-1.3244, -1.5673, -4.2730], [2.7365, -0.4803, -1.0197], [-2.9119, -0.9981, -3.7255], [-4.9747, 0.0022, -0.3804], [-4.7182, 1.3642, 4.9093], [-0.5098, -0.0646, -0.3350], [-1.7852, 1.3350, 3.8593], [0.7043, 1.4767, 1.7144], [-1.6939, -1.6192, 0.2529], [1.8977, -1.5068, -0.0465], [-0.7562, 1.6717, 1.6751], [1.9977, 0.9138, -0.5945], [-0.2216, 2.5026, -0.6104], [-2.2158, -0.4963, 0.2214], [-1.3964, 1.1387, -1.9486], [2.4247, 0.0634, -0.2820], [1.7306, -1.3960, 1.1735], [-2.4165, -0.2170, 0.6044], [1.7400, 0.5692, -1.2869], [-2.0788, 1.0306, -1.3129], [2.0455, -0.8702, -0.6119], [-0.1946, -1.1687, 2.1014], [2.5807, -0.1275, -0.7106], [0.5252, -0.8443, -2.7093], [-0.0945, 1.0362, 2.7828], [-0.4608, 0.1159, -0.1439], [0.7707, -0.2150, 0.2506], [-0.4102, 0.6369, -0.0713], [0.0776, -0.1069, 0.0654], [-0.3278, -0.0464, -0.2232], [0.0727, 0.0393, -0.0169], [0.0217, -0.3597, 0.1645], [0.2426, 0.3653, 0.4109], [-0.0148, -0.0740, -0.1709], [0.1798, -0.1050, -0.0136], [-0.0598, -0.0262, 0.0197], [-0.0479, 0.0058, 0.0762], [0.0850, 0.0029, -0.1405], [0.1462, 0.0765, 0.2137], [0.1623, -0.0624, -0.1120], [-0.1116, -0.1248, -0.2440], [-0.2660, -0.0694, -0.1168], [-0.1100, 0.0788, 0.1654], [0.2685, 0.0635, -0.0800], [-0.0861, -0.1688, 0.0506], [-0.0476, -0.0593, -0.1626], [-0.0248, -0.0264, -0.0824], [-0.0140, 0.1257, 0.1662], [-0.3539, 0.3509, -0.0322], [0.5891, -0.5880, 0.0640], [-0.1057, 0.6365, -0.3785], [0.0378, -0.1097, 0.0757], [-0.3788, 0.1230, 0.0563], [0.0687, -0.0519, -0.1001], [0.0093, -0.1840, 0.3572], [0.5654, 0.2141, -0.0975], [-0.1821, -0.1077, -0.0428], [0.0694, -0.1970, 0.0182], [-0.0316, 0.0349, 0.0485], [0.0324, 0.0631, 0.0590], [-0.0435, -0.1158, -0.0960], [0.2722, 0.0124, 0.0238], [0.0051, -0.1874, -0.0532], [-0.2784, -0.0797, -0.0118], [-0.2764, 0.1141, 0.0699], [0.0734, 0.1990, 0.0851], [0.1383, -0.1787, -0.1691], [-0.0876, -0.0334, 0.1943], [-0.1633, -0.0618, -0.0303], [-0.0787, -0.0275, -0.0205], [0.1557, 0.1428, 0.0117]]
}


{
  "formula": "C26H46O2P2Rh",
  "method": "the ωB97M-V functional and the def2-TZVPD basis",
  "s2": 6.029,
  "multiplicity": 5,
  "total_charge": 1,
  "energy_ha": -1961.51858,
  "largest_force_ev_per_a": 5.11,
  "gap_ev": [4.0, 2.5],
  "elements": ["Rh", "C", "C", "C", "C", "C", "C", "H", "H", "H", "C", "H", "H", "H", "C", "H", "H", "H", "C", "H", "H", "H", "C", "H", "H", "H", "C", "C", "C", "C", "C", "C", "C", "C", "H", "H", "H", "H", "H", "H", "H", "H", "H", "H", "H", "H", "P", "P", "C", "C", "H", "H", "H", "H", "C", "H", "H", "H", "C", "H", "H", "H", "C", "H", "H", "H", "C", "H", "H", "H", "C", "O", "C", "O", "H", "H", "H"],
  "xyz": [[0.352, 0.439, 2.384], [0.955, 0.117, 4.479], [2.002, 0.692, 3.707], [0.159, 2.101, 3.587], [-0.171, 0.980, 4.415], [1.528, 1.937, 3.164], [1.069, -1.100, 5.344], [1.821, -1.796, 4.954], [0.109, -1.629, 5.406], [1.379, -0.820, 6.365], [-1.434, 0.854, 5.198], [-1.467, -0.106, 5.726], [-2.312, 0.895, 4.546], [-1.505, 1.673, 5.932], [-0.763, 3.212, 3.241], [-0.833, 3.992, 4.010], [-1.760, 2.785, 3.103], [-0.448, 3.677, 2.305], [2.326, 2.928, 2.386], [2.788, 3.696, 3.021], [1.681, 3.438, 1.667], [3.129, 2.419, 1.847], [3.396, 0.165, 3.610], [4.043, 0.650, 4.356], [3.825, 0.340, 2.617], [3.413, -0.912, 3.810], [-0.545, -1.556, 1.583], [0.538, -2.191, 2.144], [1.867, -2.406, 1.527], [2.238, -1.440, 0.360], [1.875, 0.006, 0.509], [0.663, 0.624, 0.123], [-0.495, -0.088, -0.532], [-0.834, -1.439, 0.109], [1.979, -3.424, 1.115], [1.832, -1.859, -0.569], [2.620, -2.315, 2.325], [-0.375, -2.258, -0.473], [-1.628, -1.807, 2.336], [0.380, -2.691, 3.093], [-1.912, -1.595, -0.029], [-1.368, 0.562, -0.418], [0.704, 1.702, -0.076], [-0.349, -0.212, -1.618], [3.331, -1.485, 0.266], [2.740, 0.673, 0.605], [-0.910, -0.440, -4.665], [-0.608, 2.205, -6.091], [-0.966, -0.525, -6.558], [-1.318, 0.834, -7.161], [-1.728, -1.275, -6.837], [0.028, -0.862, -6.907], [-0.878, 0.932, -8.171], [-2.414, 0.977, -7.223], [-1.412, 3.523, -7.110], [-0.987, 4.489, -6.812], [-2.491, 3.522, -6.916], [-1.218, 3.331, -8.175], [0.993, 2.275, -7.027], [0.779, 2.260, -8.105], [1.640, 1.432, -6.759], [1.491, 3.214, -6.757], [-2.404, -1.499, -4.454], [-2.535, -1.763, -3.397], [-2.297, -2.408, -5.063], [-3.284, -0.935, -4.792], [0.414, -1.702, -4.493], [1.368, -1.262, -4.819], [0.186, -2.581, -5.117], [0.514, -2.004, -3.439], [-2.650, -3.224, 5.311], [-1.831, -2.874, 4.162], [-2.293, -1.916, 3.397], [-3.238, -1.212, 3.665], [-3.688, -3.349, 4.996], [-2.573, -2.436, 6.064], [-2.233, -4.152, 5.690]],
  "forces_ev_per_a": [[-0.7625, -3.4104, -3.7284], [-0.1112, 0.1628, 1.2464], [0.6109, 0.7146, 0.2133], [0.8681, 0.6482, 0.3741], [-0.1764, -0.1052, 0.6916], [0.5874, 1.3235, 1.1886], [-0.0323, -0.0875, 0.0202], [-0.1916, 0.0734, 0.0908], [0.2982, 0.0638, 0.0249], [-0.1108, -0.0966, -0.2780], [-0.2372, -0.0155, 0.0522], [-0.0617, 0.2618, -0.0196], [0.0823, 0.0424, 0.2029], [-0.0097, -0.2964, -0.1243], [-0.2579, 0.1508, -0.0250], [0.0984, -0.1507, -0.0637], [-0.0225, 0.2609, -0.0466], [-0.1253, 0.0714, 0.0533], [0.0730, 0.0012, -0.0002], [-0.0888, -0.1587, -0.0534], [0.1440, 0.0388, -0.0700], [-0.0308, 0.1729, -0.0445], [0.0980, -0.0634, 0.0522], [-0.0909, -0.1032, -0.1849], [0.0033, -0.0382, 0.1916], [0.1049, 0.2232, -0.0740], [1.3835, -0.5032, -0.6320], [-1.1049, 0.1945, -0.2224], [0.7173, 0.2164, -0.4973], [0.2105, -0.4757, 0.2224], [-1.0827, 0.9953, -0.5091], [1.2268, -0.2559, 0.2602], [-0.2781, 0.2646, 0.5422], [-0.4929, -0.1675, -0.5897], [-0.1570, 0.1310, 0.2855], [-0.0366, 0.1315, 0.0437], [-0.0961, -0.0630, -0.2324], [0.0865, 0.1333, 0.4380], [0.2952, 0.2106, 0.1942], [0.0886, 0.3005, 0.2346], [0.0078, -0.0448, 0.0239], [0.0445, 0.0059, -0.1023], [0.0254, -0.3257, 0.1737], [0.1504, 0.0082, -0.0303], [-0.2294, -0.0786, -0.1117], [-0.5069, -0.1606, 0.3125], [-0.1670, -2.0577, -2.3568], [-0.1892, -0.7043, -3.2239], [0.1024, 0.6245, -0.1338], [-0.2881, -0.3910, 0.5568], [0.5274, 0.2007, 0.1778], [-0.4758, 0.1483, 0.1990], [-0.4031, 0.1169, 0.4669], [0.5107, -0.0840, 0.0157], [-0.2778, 0.6715, 1.0913], [-0.2531, -0.0474, -0.2580], [0.2361, 0.1535, -0.1065], [0.0118, -0.0411, 0.4204], [0.5405, 0.1408, 1.0273], [-0.0032, 0.0307, 0.4482], [-0.0211, 0.2395, -0.1056], [0.1224, -0.2787, -0.1652], [-0.4623, 0.5781, 1.0309], [-0.1037, -0.0109, -0.2656], [0.1740, 0.3381, 0.2253], [0.1748, -0.2103, 0.1418], [0.5989, 0.3988, 0.9508], [-0.2628, -0.2001, 0.1387], [-0.1227, 0.4027, 0.1864], [0.0497, -0.0064, -0.3439], [0.1259, 0.2541, -0.0125], [0.2994, -0.8861, 0.3086], [-1.9899, 0.9297, 0.5793], [0.5918, -0.4683, -0.4402], [0.1741, 0.0452, 0.0912], [-0.1091, -0.1060, -0.1092], [-0.0220, 0.0183, -0.0282]]
}